Entry 1:
A single C6H16N2 molecule, computed with ωB97M-V/def2-TZVPD.

```
24
Properties=species:S:1:pos:R:3:lowdin_charge:R:1
C 1.152 2.198 1.818 -0.085
C 0.534 1.390 0.620 -0.291
N 0.764 -0.018 0.906 -0.215
C 2.057 -0.487 0.375 -0.105
C -0.364 -0.874 0.294 -0.174
C -0.947 -0.718 -1.086 -0.448
C -1.633 -2.026 -1.479 -0.078
N -1.925 0.382 -1.075 0.016
H 0.424 2.439 2.577 0.056
H 1.502 3.197 1.484 0.065
H 2.066 1.681 2.187 0.067
H -0.562 1.604 0.648 0.100
H 0.788 1.844 -0.349 0.109
H 1.996 -0.721 -0.685 0.073
H 2.875 0.151 0.768 0.084
H 2.292 -1.481 0.856 0.090
H -0.015 -1.850 0.713 0.126
H -1.250 -0.700 0.956 0.130
H -0.255 -0.428 -1.930 0.143
H -2.276 -2.421 -0.696 0.076
H -2.225 -2.025 -2.388 0.071
H -0.926 -2.857 -1.583 0.079
H -1.504 1.298 -1.078 0.045
H -2.568 0.421 -1.853 0.067
```

Computed properties:
Highest occupied orbital energy (Ha): -0.317
Energy (Ha): -347.65682
Structure (SMILES): CCN(C)C[C@@H](C)N
Orbital gap (Eh): 0.3564
Total charge: 0

=====

Entry 2:
A molecular structure, C6H11NO, computed with ωB97M-V/def2-TZVPD.

```
19
Properties=species:S:1:pos:R:3:lowdin_charge:R:1
C -2.803 -0.630 0.502 -0.093
C -1.729 -0.224 -0.656 -0.180
C -0.735 0.837 -0.316 -0.506
C 1.256 0.871 1.101 0.014
C 1.662 0.474 -0.301 -0.366
C 2.548 -0.800 -0.383 -0.071
H -3.101 0.153 1.105 0.006
H -3.627 -1.376 -0.108 0.132
H -2.335 -1.318 1.389 0.106
H -1.011 -1.161 -1.097 0.152
H -2.031 0.244 -1.891 0.191
H 1.403 0.317 1.965 0.088
H 1.037 1.940 1.118 0.110
H 1.947 1.314 -1.063 0.184
H 3.535 -0.091 -0.346 0.127
H 2.403 -1.636 0.556 0.140
H 2.162 -1.384 -1.232 0.052
N 0.357 0.317 0.040 -0.075
O -0.941 2.153 -0.383 -0.012
```

Computed properties:
Highest occupied orbital energy (Ha): -0.333
Energy (Ha): -364.97960
Orbital gap (Eh): 0.3561
Total charge: 0

=====

Entry 3:
13 unconnected molecules or ions with the total composition H26O13, computed with ωB97M-V/def2-TZVPD.

```
39
Properties=species:S:1:pos:R:3:lowdin_charge:R:1
O 0.033 -1.945 2.277 -0.104
H -0.764 -1.483 1.720 0.080
H 0.523 -2.395 1.643 -0.008
O 1.404 -1.151 -2.920 -0.045
H 1.943 -0.633 -3.540 0.057
H 1.436 -0.733 -2.078 -0.023
O -2.869 0.797 0.110 -0.102
H -3.111 0.680 -0.858 0.008
H -3.748 0.406 0.395 0.110
O 3.855 1.236 1.765 0.033
H 3.099 1.291 2.334 0.057
H 3.725 1.671 1.017 -0.024
O 3.314 -1.088 0.860 -0.008
H 4.231 -1.320 0.478 0.130
H 3.418 -0.548 1.511 -0.105
O 0.946 2.378 -0.377 -0.066
H 0.943 1.319 -0.425 0.067
H 0.434 2.556 0.315 -0.081
O -1.439 -1.477 0.280 -0.071
H -1.796 -2.138 -0.318 0.054
H -1.919 -0.625 0.267 0.029
O -3.053 0.584 -2.440 -0.110
H -2.227 1.106 -2.507 -0.019
H -2.824 -0.357 -2.879 0.142
O 0.200 0.422 3.611 -0.090
H 0.405 -0.025 4.513 0.112
H 0.072 -0.189 2.906 -0.043
O 0.900 -0.321 -0.098 -0.027
H 1.584 -0.678 0.474 0.023
H 0.167 -0.871 -0.112 -0.031
O -0.926 2.066 -2.311 -0.064
H -0.972 2.967 -2.695 0.089
H -0.454 1.999 -1.443 0.028
O -0.905 1.867 1.624 -0.012
H -1.002 1.382 2.412 -0.011
H -1.733 1.825 1.209 -0.016
O -1.136 -2.889 -1.981 -0.031
H -1.492 -3.229 -2.771 0.031
H -0.264 -2.457 -1.967 0.041
```

Computed properties:
Highest occupied orbital energy (Ha): -0.397
Energy (Ha): -993.65755
Orbital gap (Eh): 0.4037
Total charge: 0

=====

Entry 4:
A gas-phase ion, C4H13N2O (charge +1), computed with ωB97M-V/def2-TZVPD.

```
20
Properties=species:S:1:pos:R:3:lowdin_charge:R:1
C 2.364 1.463 0.809 -0.066
N 0.963 0.941 0.959 -0.130
C 0.761 -0.427 0.259 -0.168
C -0.705 -0.401 0.077 -0.280
N -1.100 0.878 -0.779 0.209
C -1.223 -1.722 -0.447 -0.245
O -2.332 -1.388 -1.184 -0.071
H 2.135 2.465 1.072 0.067
H 2.635 1.386 -0.194 0.058
H 2.959 0.967 1.625 0.108
H 0.591 0.965 1.871 0.087
H 1.036 -1.380 0.708 0.133
H 1.416 -0.434 -0.619 0.130
H -1.211 -0.350 1.159 0.200
H -2.102 1.068 -0.431 0.198
H -0.922 0.703 -1.818 0.198
H -0.535 1.684 -0.442 0.147
H -1.691 -2.414 0.320 0.165
H -0.392 -2.119 -0.965 0.113
H -2.647 -1.887 -1.980 0.148
```

Computed properties:
Highest occupied orbital energy (Ha): -0.486
Energy (Ha): -344.63563
Structure (SMILES): CNC[C@@H]([NH3+])CO
Orbital gap (Eh): 0.3644
Total charge: +1

=====

Entry 5:
A molecular structure, C30H25N7O6V, computed with ωB97M-V/def2-TZVPD.

```
69
Properties=species:S:1:pos:R:3:lowdin_charge:R:1
V -0.644 -0.870 0.761 1.129
C -2.997 -3.610 3.130 -0.037
C -4.023 -3.954 2.251 -0.029
C -4.227 -3.189 1.129 0.011
C -3.413 -2.078 0.886 -0.285
N -2.357 -1.807 1.691 0.025
C -2.183 -2.557 2.798 -0.118
N -3.808 -1.283 -0.184 0.182
C -3.214 -0.198 -0.513 -0.256
N -2.011 0.271 -0.016 0.004
C -1.786 1.549 -0.474 -0.273
N -0.864 2.358 -0.091 0.197
C -0.056 2.089 0.992 -0.281
C 0.724 3.160 1.455 0.020
C 1.490 3.025 2.585 -0.029
C 1.474 1.813 3.278 -0.042
C 0.715 0.792 2.771 -0.118
N -0.012 0.900 1.638 0.035
C -2.828 1.866 -1.468 -0.107
C -3.017 2.977 -2.266 0.001
C -4.126 2.974 -3.106 -0.045
C -5.019 1.903 -3.119 -0.046
C -4.831 0.795 -2.299 0.010
C -3.715 0.794 -1.486 -0.093
H -2.815 -4.169 4.035 0.114
H -4.658 -4.806 2.456 0.120
H -5.027 -3.386 0.431 0.122
H -1.334 -2.298 3.414 0.110
H 0.676 4.084 0.897 0.124
H 2.086 3.854 2.942 0.120
H 2.036 1.672 4.189 0.114
H 0.681 -0.177 3.254 0.114
H -2.323 3.806 -2.241 0.124
H -4.303 3.818 -3.759 0.114
H -5.874 1.938 -3.780 0.112
H -5.522 -0.036 -2.300 0.122
O 1.785 -3.639 0.462 0.105
C 1.578 -2.701 1.211 -0.571
O 0.429 -2.297 1.636 -0.139
C 2.779 -1.897 1.718 -0.174
N 3.881 -2.140 0.732 0.088
C 5.119 -2.496 1.484 -0.092
C 4.559 -3.226 2.695 -0.138
C 3.335 -2.383 3.069 -0.096
H 2.537 -0.839 1.704 0.126
H 3.927 -1.335 0.094 0.145
H 3.529 -2.948 0.194 0.160
H 5.627 -1.573 1.761 0.138
H 5.772 -3.091 0.852 0.135
H 5.285 -3.301 3.501 0.124
H 4.258 -4.236 2.411 0.127
H 3.638 -1.525 3.671 0.121
H 2.593 -2.943 3.634 0.130
O 2.747 -0.038 -0.592 0.049
C 1.634 0.013 -1.108 -0.501
O 0.612 -0.680 -0.696 -0.130
C 1.342 0.964 -2.228 -0.125
C 2.254 1.973 -2.515 0.013
C 1.964 2.912 -3.491 0.026
C 0.760 2.809 -4.163 -0.126
C -0.151 1.799 -3.918 0.017
C 0.149 0.870 -2.939 -0.004
N 0.425 3.829 -5.182 -0.342
O 1.248 4.697 -5.387 0.091
O -0.716 3.833 -5.603 0.081
H 3.178 2.024 -1.957 0.123
H 2.644 3.716 -3.730 0.125
H -1.073 1.758 -4.479 0.124
H -0.542 0.069 -2.720 0.123
```

Computed properties:
Highest occupied orbital energy (spin up / spin down) (Ha): -0.410 / -0.412
Energy (Ha): -2936.86600
Multiplicity: 3
Orbital gap (spin up / spin down) (Eh): 0.2782 / 0.2798
Total charge: +1

=====

Entry 6:
2 unconnected molecules or ions with the total composition C2H6N2, computed with ωB97M-V/def2-TZVPD.

```
10
Properties=species:S:1:pos:R:3:lowdin_charge:R:1
C 1.027 1.583 2.701 -0.208
N 0.749 0.377 2.621 -0.005
H 1.232 2.045 3.726 0.068
H 1.273 2.365 1.840 0.082
H 1.244 -0.402 2.182 0.063
C -1.317 -0.880 -2.818 -0.137
N -0.330 -1.598 -2.303 -0.027
H -1.083 0.046 -3.527 0.091
H -2.320 -0.956 -2.454 0.029
H -0.475 -2.580 -1.969 0.044
```

Computed properties:
Highest occupied orbital energy (Ha): -0.316
Energy (Ha): -189.16661
Structure (SMILES): C=N.C=N
Orbital gap (Eh): 0.3506
Total charge: 0

=====

Repeat the fourth record exactly.
A gas-phase ion, C4H13N2O (charge +1), computed with ωB97M-V/def2-TZVPD.

```
20
Properties=species:S:1:pos:R:3:lowdin_charge:R:1
C 2.364 1.463 0.809 -0.066
N 0.963 0.941 0.959 -0.130
C 0.761 -0.427 0.259 -0.168
C -0.705 -0.401 0.077 -0.280
N -1.100 0.878 -0.779 0.209
C -1.223 -1.722 -0.447 -0.245
O -2.332 -1.388 -1.184 -0.071
H 2.135 2.465 1.072 0.067
H 2.635 1.386 -0.194 0.058
H 2.959 0.967 1.625 0.108
H 0.591 0.965 1.871 0.087
H 1.036 -1.380 0.708 0.133
H 1.416 -0.434 -0.619 0.130
H -1.211 -0.350 1.159 0.200
H -2.102 1.068 -0.431 0.198
H -0.922 0.703 -1.818 0.198
H -0.535 1.684 -0.442 0.147
H -1.691 -2.414 0.320 0.165
H -0.392 -2.119 -0.965 0.113
H -2.647 -1.887 -1.980 0.148
```

Computed properties:
Highest occupied orbital energy (Ha): -0.486
Energy (Ha): -344.63563
Structure (SMILES): CNC[C@@H]([NH3+])CO
Orbital gap (Eh): 0.3644
Total charge: +1

=====

What is the energy in the fifth record? -2936.86600 Ha

=====

Among the records above, which one has the lowest energy? C30H25N7O6V